C10H22AsNO5Ti as an isolated structure, computed with ωB97M-V/def2-TZVPD.

The geometry in XYZ format:
```
40
Properties=species:S:1:pos:R:3:forces:R:3
Ti 0.131 0.198 -0.019 0.1719 0.4699 0.4566
C -3.142 0.121 -2.630 0.0082 0.0405 -0.0133
C -2.152 1.056 -1.978 0.1627 -0.1863 0.2282
C -2.525 2.520 -2.096 0.0266 0.0201 -0.0403
O -2.009 0.692 -0.560 -0.1088 0.0678 -0.0882
C -0.711 0.816 -2.478 -0.2004 0.1653 0.1167
O -0.448 0.202 -3.486 0.0588 0.0994 -0.0998
O 0.172 1.289 -1.622 0.1079 -0.3093 -0.5499
H -4.137 0.282 -2.214 -0.0125 -0.0160 -0.0129
H -2.848 -0.915 -2.470 -0.0188 -0.0108 -0.0008
H -3.169 0.307 -3.702 -0.0139 -0.0098 0.0011
H -3.512 2.695 -1.662 -0.0069 -0.0127 -0.0009
H -2.570 2.806 -3.147 -0.0096 0.0108 0.0082
H -1.790 3.148 -1.594 -0.0005 0.0092 -0.0075
H -2.581 1.237 -0.009 -0.0099 0.0252 -0.0144
N -0.934 0.432 3.943 -0.0279 0.0547 0.0171
C -0.568 0.061 2.726 -0.0381 0.0101 0.1236
O -0.370 0.937 1.844 0.0347 -0.0999 -0.0391
C -0.364 -1.382 2.377 0.0790 0.0675 -0.2068
C -0.670 -1.550 0.878 -0.1106 -0.2728 -0.0532
H -1.033 1.415 4.147 0.0017 -0.0127 0.0359
H -1.106 -0.238 4.672 0.0131 -0.0320 -0.0251
H -0.918 -2.037 3.055 -0.0393 0.0145 0.0071
H 0.701 -1.571 2.559 -0.0034 -0.0271 0.0438
H -1.750 -1.566 0.712 -0.0140 -0.0633 0.0514
H -0.258 -2.488 0.503 -0.0382 -0.0602 0.0868
C 1.494 -2.498 -2.489 -0.0578 0.1100 -0.0026
As 2.649 -1.244 -1.629 0.1601 0.0120 -0.1839
C 4.235 -2.110 -1.017 -0.0644 0.0579 0.0866
C 3.054 0.147 -2.866 -0.1878 0.0348 0.0443
O 1.890 -0.584 -0.266 -0.0347 -0.0404 0.0826
H 1.431 -3.427 -1.928 0.0026 0.0179 0.0614
H 1.873 -2.688 -3.492 0.0052 -0.0282 0.0019
H 0.519 -2.019 -2.566 -0.0286 -0.0680 -0.0735
H 4.739 -2.604 -1.844 -0.0161 -0.0027 -0.0247
H 3.946 -2.837 -0.261 0.0607 -0.0215 0.0044
H 4.886 -1.357 -0.578 0.0280 -0.0293 0.0183
H 3.627 -0.247 -3.703 0.0365 -0.0407 0.0215
H 3.605 0.932 -2.353 0.0277 -0.0012 -0.0055
H 2.091 0.526 -3.209 0.0569 0.0575 -0.0552
```
Forces are in eV/Å.

**Max |F|**: 0.7 eV Å⁻¹
**Energy relative to the best compared isomer or geometry (same formula, charge and spin)**: 3.9 kcal/mol
**Charge**: +1
**Kohn-Sham gap (alpha / beta)**: 0.3188 / 0.3488 hartree
**⟨S²⟩**: 0.7535
**Multiplicity**: 2

---

C10H22ClLiO7 as an isolated structure at a distorted geometry, computed with ωB97M-V/def2-TZVPD.

The geometry in XYZ format:
```
41
Properties=species:S:1:pos:R:3:forces:R:3
Li -0.421 1.153 0.114 -0.0189 -0.3407 0.2229
Cl -0.098 2.786 2.118 -0.4635 0.0739 0.3104
O -1.481 2.367 1.975 -0.0340 0.0070 0.0091
O 0.067 3.709 3.183 -0.0360 0.1527 0.1833
O 0.700 1.602 2.332 0.2821 -0.4094 -0.0990
O 0.295 3.377 0.859 0.2714 -0.0294 -0.7387
C 3.173 -1.275 -0.190 -0.2493 1.1469 0.1509
C 2.364 -1.869 -1.305 -1.2225 -0.9013 -0.1496
C 0.948 -1.470 -0.844 1.1123 -0.0714 -0.6597
O 1.131 -0.126 -0.402 -0.1857 0.1015 0.3285
C 2.539 0.111 -0.094 -0.5791 0.4654 -0.3071
H 4.243 -1.248 -0.380 0.0456 -0.0951 0.3333
H 2.868 -1.744 0.748 0.6656 -0.4432 -0.0162
H 2.439 -2.957 -1.378 0.1357 0.0781 -0.0488
H 2.544 -1.439 -2.291 0.3122 0.1046 0.0868
H 0.638 -2.149 -0.050 -0.2519 0.2103 0.2596
H 0.232 -1.511 -1.664 -0.1790 0.1766 0.0862
H 2.565 0.617 0.872 0.1344 -0.2918 0.0975
H 2.887 0.834 -0.840 0.2657 -0.2259 -0.0507
C -2.377 -2.534 0.991 -0.9653 -0.1534 0.3711
C -2.242 -2.107 2.449 0.9514 0.4028 -0.0226
C -1.371 -0.820 2.342 -0.8997 -0.6625 -0.5870
O -1.443 -0.438 0.942 0.2900 0.2421 -0.3776
C -2.484 -1.170 0.322 -0.1609 -0.6157 -0.3845
H -3.235 -3.202 0.878 -0.0651 0.2587 -0.2488
H -1.513 -3.093 0.637 0.2312 0.1987 -0.0428
H -1.704 -2.846 3.043 -0.2802 -0.0425 0.1569
H -3.214 -1.888 2.884 -0.0285 -0.0961 0.0500
H -0.341 -1.080 2.565 0.1359 0.5369 0.1339
H -1.783 0.018 2.896 0.4168 -0.0275 0.3679
H -2.360 -1.236 -0.763 0.4340 0.2346 0.0959
H -3.450 -0.673 0.471 -0.0347 -0.1661 0.2772
C 0.926 2.517 -2.537 -0.4688 -0.6202 -0.3123
C -0.600 2.497 -2.498 0.3242 0.0840 0.0133
O -1.060 1.324 -1.803 -0.3395 0.3679 0.3901
H 1.355 2.724 -1.558 -0.0533 0.4895 -0.0532
H 1.235 3.198 -3.327 0.3495 0.1879 0.2818
H 1.283 1.512 -2.780 -0.0345 0.0485 -0.2741
H -1.053 2.527 -3.489 0.1738 -0.1656 -0.1534
H -0.981 3.382 -1.991 -0.0537 -0.1580 0.3200
H -1.221 0.624 -2.436 0.0725 -0.0531 -0.0009
```
Forces are in eV/Å.

**Max |F|**: 1.5 eV Å⁻¹
**Energy relative to the best compared isomer or geometry (same formula, charge and spin)**: 0.0 kcal/mol
**Kohn-Sham gap**: 0.3549 hartree
**Multiplicity**: 1

---

> Look up the max |F| of the first one.

0.7 eV Å⁻¹

---

> Which of these has the highest multiplicity?

C10H22AsNO5Ti